1.
C22H44Br3N3O5P | wB97M-V/def2-TZVPD

Atoms and positions in Å:
C (-5.04520, -4.33533, 0.76103)
C (-3.56041, -4.20511, 0.07952)
C (-2.37962, -3.93166, 1.23159)
C (-0.99781, -3.64968, 0.39137)
C (-0.30991, -2.18118, 0.80044)
N (-0.13613, -2.24292, 2.32066)
C (0.87319, -1.17656, 2.65794)
P (0.79079, -0.43193, 4.40714)
O (0.70586, 1.33130, 4.29491)
Br (-1.14395, -1.00311, 5.50466)
C (2.32487, -1.63695, 2.10250)
C (2.79674, -3.17661, 2.21653)
Br (3.83218, -4.14067, 0.73021)
C (2.62013, -4.10505, 3.39729)
C (1.90938, -3.61224, 4.76784)
Br (3.29244, -6.03229, 3.40537)
N (2.21244, -1.33531, 0.59032)
C (1.07892, -2.06775, -0.05251)
O (0.72943, -1.33372, -1.31485)
C (0.87069, 0.11683, -1.13665)
C (-0.06012, 0.81348, -2.33914)
N (-0.15314, 2.30225, -2.08147)
C (1.18165, 2.92518, -2.45652)
C (2.11612, 3.29273, -1.12435)
C (1.16866, 3.80053, 0.15477)
O (3.19261, 4.26827, -1.45000)
H (-5.39302, -5.45962, 0.59113)
H (-5.75952, -3.60942, 0.16273)
H (-5.07775, -4.08076, 1.90362)
H (-3.24912, -5.22518, -0.45280)
H (-3.45255, -3.28692, -0.67514)
H (-2.75021, -3.03749, 1.88876)
H (-2.24137, -4.85144, 1.96127)
H (-0.20393, -4.45688, 0.76048)
H (-1.09515, -3.79469, -0.76601)
H (-1.04035, -1.28933, 0.49750)
H (0.05762, -3.19535, 2.68981)
H (-1.07000, -1.91589, 2.71335)
H (0.54117, -0.24597, 1.97789)
H (-0.21809, 1.59711, 4.61791)
H (3.13990, -0.93225, 2.61438)
H (2.49837, -2.64360, 5.14214)
H (0.74949, -3.46569, 4.73665)
H (2.10897, -4.42232, 5.62224)
H (3.12231, -1.39360, 0.11131)
H (1.33087, -3.16981, -0.42543)
H (1.98560, 0.39012, -1.39529)
H (0.48971, 0.53812, -0.11423)
H (0.39224, 0.59782, -3.42244)
H (-1.14283, 0.33940, -2.31821)
H (-0.92818, 2.63636, -2.70760)
H (1.01461, 3.96138, -3.01191)
H (1.83158, 2.22689, -3.16977)
H (2.68820, 2.33401, -0.70315)
H (1.91538, 4.14983, 1.00385)
H (0.55205, 2.87464, 0.54119)
H (0.49375, 4.66541, -0.25299)
H (3.23957, 4.84974, -0.62700)
C (-5.11793, -1.11932, -3.01300)
C (-5.22211, -2.61979, -2.95149)
O (-4.23974, -3.31860, -2.70785)
C (-6.57460, -3.23218, -3.19986)
H (-4.08378, -0.81893, -2.81385)
H (-5.39860, -0.76791, -4.00909)
H (-5.76471, -0.67065, -2.25479)
H (-6.92025, -2.97490, -4.20425)
H (-7.28631, -2.87768, -2.45002)
H (-6.49897, -4.32212, -3.12367)
C (4.89749, 9.35930, -0.92995)
C (4.34197, 7.98817, -1.20827)
O (4.09124, 7.20336, -0.29507)
C (4.10535, 7.61434, -2.64709)
H (5.01643, 9.49009, 0.15084)
H (5.87576, 9.46732, -1.40510)
H (4.20788, 10.12181, -1.30079)
H (5.04829, 7.64464, -3.19883)
H (3.38046, 8.29906, -3.09448)
H (3.70303, 6.59687, -2.69622)

Output
Net charge = +1
E_tot = -9467.963691 Eh
Gap between HOMO and LUMO = 0.277 hartree
2S+1 = 1
HOMO = -11.07 eV

=====

2.
C22H44Cl22 | wB97M-V/def2-TZVPD

Atoms and positions in Å:
Cl (-3.74401, -1.72759, 2.92004)
C (-3.26349, 0.00702, 2.55768)
C (-3.01166, 0.65750, 3.86759)
Cl (-2.51038, 2.36998, 3.52140)
H (-4.14842, 0.42570, 2.07839)
H (-2.42755, 0.07425, 1.86142)
H (-2.21060, 0.20767, 4.45415)
H (-3.94172, 0.82942, 4.40937)
Cl (1.94378, -0.91691, 1.12417)
C (0.38827, -0.78712, 0.32479)
C (-0.23613, 0.63530, 0.17067)
Cl (-0.71743, 1.24589, 1.78146)
H (-0.28164, -1.43631, 0.88860)
H (0.46359, -1.24512, -0.66145)
H (-1.13821, 0.83460, -0.40778)
H (0.39992, 1.30453, -0.40869)
Cl (2.00088, -1.20647, -2.95765)
C (2.83874, -0.08939, -1.78690)
C (2.76576, 1.33441, -2.28042)
Cl (1.05623, 1.81096, -2.55755)
H (3.86248, -0.46324, -1.80422)
H (2.37087, -0.25302, -0.81611)
H (3.32627, 1.38608, -3.21384)
H (3.13298, 2.02861, -1.52455)
Cl (3.76838, -1.57755, -1.01406)
C (3.72890, -2.27885, 0.61346)
C (5.16971, -2.32940, 1.13035)
Cl (5.30609, -3.04707, 2.78368)
H (3.24388, -3.24269, 0.45904)
H (2.98221, -1.70532, 1.16267)
H (5.67327, -1.36762, 1.03285)
H (5.86958, -3.01442, 0.65178)
Cl (-6.55003, 1.67320, -0.30723)
C (-4.95866, 1.06355, 0.21764)
C (-4.20878, 0.23961, -0.85547)
Cl (-2.55579, 0.00836, -0.27764)
H (-5.21797, 0.52606, 1.12976)
H (-4.38932, 1.89206, 0.63899)
H (-4.18791, 0.56191, -1.89651)
H (-4.59562, -0.77885, -0.89041)
Cl (-0.58021, 1.50392, -6.10959)
C (-0.78372, 0.49296, -4.71381)
C (-1.06368, 1.35869, -3.46707)
Cl (-1.11807, 0.42947, -1.94669)
H (0.10658, -0.11370, -4.54819)
H (-1.50389, -0.32115, -4.79549)
H (-2.07379, 1.76337, -3.40360)
H (-0.31492, 2.13173, -3.29426)
Cl (-0.37361, -2.79586, 1.89906)
C (0.84587, -3.98242, 1.36235)
C (0.47923, -4.46357, -0.04530)
Cl (0.90433, -3.22756, -1.17856)
H (1.01320, -4.82453, 2.03389)
H (1.77594, -3.41485, 1.33164)
H (-0.59484, -4.60687, -0.16344)
H (0.95631, -5.41465, -0.28183)
Cl (-0.19818, 3.28999, -1.51765)
C (-1.87417, 3.19591, -0.95811)
C (-1.90966, 3.06290, 0.50004)
Cl (-3.53239, 3.47510, 1.02639)
H (-2.39446, 2.37447, -1.45069)
H (-2.35701, 4.13100, -1.24194)
H (-1.24686, 3.67827, 1.10841)
H (-1.73341, 2.01637, 0.74866)
Cl (-0.18618, -1.23041, 5.03971)
C (0.84934, -0.21287, 3.94669)
C (2.28868, -0.78400, 4.23879)
Cl (3.36571, -0.45070, 2.87591)
H (0.79633, 0.85220, 4.17234)
H (0.68194, -0.46974, 2.90069)
H (2.29458, -1.87355, 4.26911)
H (2.84251, -0.37127, 5.08202)
Cl (-2.02033, -1.81710, -0.61987)
C (-1.98329, -2.26684, -2.32194)
C (-0.53516, -2.16561, -2.84786)
Cl (-0.42265, -2.32670, -4.67389)
H (-2.66275, -1.59010, -2.84005)
H (-2.34402, -3.28513, -2.46707)
H (0.13738, -2.93255, -2.46368)
H (0.04593, -1.30755, -2.50993)
Cl (2.45728, 5.76012, 0.06478)
C (2.00982, 4.11427, 0.60246)
C (2.60966, 3.09294, -0.31314)
Cl (2.28874, 1.40068, 0.35343)
H (0.92730, 4.04027, 0.49867)
H (2.37069, 3.96160, 1.61960)
H (3.69148, 3.21139, -0.37432)
H (2.07195, 3.26192, -1.24611)

Output
E_tot = -10987.341791 Eh
Gap between HOMO and LUMO = 0.258 hartree
2S+1 = 1
HOMO = -6.84 eV

=====

3.
C22H44Cl2O3P | wB97M-V/def2-TZVPD

Atoms and positions in Å:
C (-2.53633, 1.56371, -2.29141)
C (-1.41597, 1.46859, -2.69402)
C (0.11858, 1.28518, -2.89372)
C (0.67647, 0.01421, -2.10987)
C (1.60116, 0.53290, -0.88492)
P (0.56183, 0.85716, 0.73379)
C (-0.66548, 1.06239, 2.21933)
C (0.66622, -1.02479, 1.20059)
C (-0.54524, -1.88590, 0.68222)
C (-0.92654, -3.10493, 1.62266)
C (-1.77085, -4.19178, 0.82264)
C (-2.84114, -3.56294, -0.14337)
C (-3.71682, -4.67232, -0.89608)
C (-4.13001, -4.09677, -2.31774)
C (-5.23403, -2.95162, -2.21503)
C (0.31702, 2.73404, 0.30908)
C (0.35723, 3.72488, 1.53098)
O (-0.98680, 4.26662, 1.75344)
C (-0.97161, 5.42914, 2.48110)
C (-1.87205, 5.46773, 3.78702)
O (-0.37876, 6.44124, 2.20222)
O (1.93883, 1.11209, 1.75274)
C (3.07554, 1.76597, 1.30134)
C (4.31409, 0.76469, 1.06076)
C (5.18905, 1.32743, -0.14578)
H (-3.52645, 1.50548, -1.81902)
H (0.33522, 1.19424, -3.99845)
H (0.60052, 2.24146, -2.54948)
H (-0.15885, -0.64691, -1.77985)
H (1.34886, -0.60655, -2.80302)
H (2.10624, 1.44811, -1.29218)
H (2.40365, -0.23989, -0.73991)
H (-0.59661, 0.59440, -0.08166)
H (-1.52702, 1.71663, 1.88473)
H (-1.13313, 0.09872, 2.55056)
H (-0.14807, 1.48693, 3.12931)
H (1.60976, -1.52414, 0.84184)
H (0.68527, -1.13004, 2.32874)
H (-0.34886, -2.32700, -0.33626)
H (-1.46374, -1.25013, 0.58961)
H (-0.03307, -3.58857, 2.10598)
H (-1.61038, -2.73663, 2.44610)
H (-2.32607, -4.83972, 1.56804)
H (-1.08480, -4.88657, 0.25660)
H (-2.38621, -2.94517, -0.96193)
H (-3.57499, -2.95758, 0.45111)
H (-4.64034, -4.93745, -0.31757)
H (-3.13454, -5.60886, -1.09913)
H (-4.52648, -4.91053, -2.98713)
H (-3.24256, -3.65530, -2.83742)
H (-6.10184, -3.19861, -2.88090)
H (-5.62872, -2.81252, -1.17638)
H (-4.81903, -1.96666, -2.57579)
H (-0.71933, 2.82329, -0.13454)
H (1.01824, 3.12924, -0.46861)
H (0.98096, 4.61441, 1.20819)
H (0.84987, 3.33778, 2.45646)
H (-2.44698, 4.51177, 3.85872)
H (-2.61543, 6.29795, 3.60485)
H (-1.27641, 5.71731, 4.69677)
H (3.45406, 2.41459, 2.16249)
H (3.03855, 2.46443, 0.42997)
H (5.00442, 0.74791, 1.95331)
H (3.96913, -0.28128, 0.87116)
H (5.78593, 2.22436, 0.19092)
H (5.92780, 0.57399, -0.53234)
H (4.55805, 1.65158, -1.01343)
C (5.05512, -1.63621, -2.85408)
Cl (4.25636, -2.48589, -1.52649)
Cl (3.95978, -0.49463, -3.64012)
H (5.90811, -1.08980, -2.45991)
H (5.38957, -2.36489, -3.58782)

Output
Net charge = -1
E_tot = -2351.923898 Eh
Gap between HOMO and LUMO = 0.230 hartree
2S+1 = 1
HOMO = -3.81 eV